40
Properties=species:S:1:pos:R:3:forces:R:3:lowdin_charge:R:1 method="wB97M-V/def2-TZVPD" orbital_gap_ev=6.01 total_charge=-2 lumo_energy_ev=4.02 e_above_lowest_kcal_mol=35.1
Pd -2.0073 -0.0453 0.3449 0.4 0.7 0.0 0.404
O -4.4178 -0.1693 2.2595 -0.6 0.1 0.0 -0.369
Cl -3.2276 -0.2278 3.0542 0.6 0.5 -0.4 0.636
O -3.5022 0.1026 4.4161 0.0 0.1 0.2 -0.336
O -2.2583 0.7710 2.5099 -0.3 -0.3 -0.3 -0.452
O -2.6179 -1.5085 2.9277 0.1 -0.7 0.2 -0.372
N -3.9548 -3.1401 0.3784 0.1 0.2 0.0 -0.004
H -3.1915 -3.1750 1.0508 0.0 -0.1 0.0 -0.015
H -3.5085 -2.8550 -0.4913 0.0 0.0 0.0 -0.072
H -4.4674 -2.3073 0.6635 0.0 -0.1 0.0 -0.019
Cl -2.1648 -0.8887 -1.7563 0.0 -0.1 -0.1 -0.120
I -3.0904 2.5132 -2.1014 0.1 -0.1 0.1 0.539
C -2.9945 1.6155 -0.1432 0.0 -0.2 0.2 -0.813
H -2.4648 2.3506 0.4614 -0.1 0.0 0.0 -0.042
H -4.0351 1.5313 0.1559 0.0 -0.1 0.1 -0.048
C 0.6516 2.1193 -0.7065 0.1 -0.1 0.0 -0.079
C 1.7421 1.9127 0.3312 0.0 0.1 0.0 -0.467
C 1.2177 2.0396 1.7533 0.0 0.0 0.0 -0.093
O 2.4287 0.6877 0.0343 -0.1 -0.3 0.1 -0.344
P 2.3553 -0.7399 0.8314 0.0 0.4 -0.1 -0.209
S 3.6154 -0.7635 2.3451 -0.1 0.0 0.0 0.090
S 0.4788 -1.2741 1.2018 -0.2 -0.2 0.1 0.227
O 3.0496 -1.6507 -0.3105 -0.1 0.0 -0.1 -0.348
C 2.7747 -1.6826 -1.7193 0.0 -0.1 -0.1 -0.462
C 3.6890 -0.7004 -2.4406 0.0 0.0 0.1 -0.064
C 1.3208 -1.5012 -2.1136 0.0 0.0 0.1 -0.114
H 0.1467 3.0780 -0.5651 0.0 0.0 0.0 0.071
H -0.0922 1.3227 -0.6283 0.0 0.0 0.0 0.018
H 1.0711 2.0948 -1.7140 0.0 0.0 0.0 0.077
H 2.5173 2.6763 0.1920 0.0 0.0 0.0 0.130
H 0.3416 1.4140 1.9229 0.0 0.0 0.0 0.026
H 0.9406 3.0845 1.9185 0.0 0.0 0.0 0.077
H 1.9834 1.7553 2.4745 0.0 0.0 0.0 0.049
H 3.0774 -2.6978 -2.0017 0.0 0.0 0.0 0.129
H 3.4220 0.3219 -2.1785 0.0 0.0 0.0 0.067
H 3.5898 -0.8275 -3.5217 0.0 0.0 0.0 0.070
H 4.7285 -0.8702 -2.1557 0.0 0.0 0.0 0.075
H 0.9598 -0.4937 -1.9178 0.0 0.0 0.0 0.042
H 0.6645 -2.1817 -1.5753 0.0 0.0 0.0 0.037
H 1.2286 -1.6906 -3.1865 0.0 0.0 0.0 0.078